Record 1
An isolated ion of composition C6H14FN4S and charge +1 at a distorted geometry, computed with ωB97M-V/def2-TZVPD.

## Properties
Charge ... +1
ΔE to the lowest compared entry with this formula, charge and spin ... 265.8 kJ/mol
Max |F| ... 3.57 eV/A
HOMO level ... -11.52 eV

Structure (XYZ):
```
26
C6H14FN4S, DFT ωB97M-V/def2-TZVPD
S 2.02460 0.99648 0.01902
F 1.44178 -0.17188 2.24118
N -0.06410 -0.15762 -1.13437
N 1.56250 2.32920 0.94602
N 2.38540 -0.15444 1.07619
N -1.34526 -2.19471 0.26032
C -1.99180 -0.86454 -0.04588
C 0.60151 -1.40386 -0.93508
C 0.20339 1.01991 -0.73964
C 0.99944 3.56118 0.33731
C 0.13407 -2.05950 0.41840
C -1.55689 -0.33668 -1.43059
H -1.72923 -0.97227 -2.31751
H 0.37877 3.97514 1.15543
H 0.49870 -2.97570 0.77441
H 1.78816 4.28033 -0.08816
H 1.62315 -1.21666 -0.95278
H 0.38888 -2.08673 -1.85932
H 0.33508 3.13488 -0.45121
H 0.24036 -1.30253 1.11905
H -1.78144 -2.53117 1.10281
H -1.93359 0.73897 -1.45225
H -1.66572 -2.83525 -0.50560
H -1.62785 -0.11736 0.71028
H -3.06663 -1.09998 -0.02195
H 2.15672 2.44477 1.77391
```


Record 2
A 2-piece molecular cluster, C6H14IN2 overall at a distorted geometry, computed with ωB97M-V/def2-TZVPD.

## Properties
Charge ... +1
Multiplicity ... 3
ΔE to the lowest compared entry with this formula, charge and spin ... 252.0 kJ/mol
Max |F| ... 5.91 eV/A
HOMO level (spin up / spin down) ... -9.01 / -13.10 eV
Expectation value of S² ... 2.010

Structure (XYZ):
```
23
C6H14IN2, DFT ωB97M-V/def2-TZVPD
I 2.80733 1.40925 2.76823
N 0.82880 -0.93750 2.75123
N 0.88359 2.91314 0.13435
C 1.52916 -0.21164 2.05629
C 0.22327 0.91609 -1.02350
C 0.15657 1.53146 0.17384
C -1.46656 -1.20396 -0.54820
C -0.38321 -0.37608 -1.39748
C -1.50165 -2.59781 -1.18584
H -0.49889 -3.00361 -1.32317
H 1.29060 2.96173 1.09867
H -0.89161 -0.18754 -2.32010
H -0.23975 1.35205 1.09691
H -1.93385 -2.72707 -2.16233
H -2.43939 -0.89673 -0.57478
H 0.09088 3.55839 0.04257
H 1.46464 2.93734 -0.67521
H 1.39266 -0.23406 0.91430
H 0.35701 -1.14581 -1.52390
H 0.85571 -0.83262 3.76275
H -2.10641 -3.29007 -0.68482
H 0.80418 1.26459 -1.85832
H -1.22309 -1.19956 0.47849
```


Record 3
An isolated ion of composition C6H14INO3P and charge +1, computed with ωB97M-V/def2-TZVPD.

## Properties
Charge ... +1
Max |F| ... 0.70 eV/A
HOMO level ... -12.22 eV

Structure (XYZ):
```
26
C6H14INO3P, DFT ωB97M-V/def2-TZVPD
I 0.78805 -0.05033 -2.82101
P -0.21202 1.89606 -0.09658
O 0.32356 -1.34161 2.66339
O -1.01328 -0.56508 -0.52441
O -1.05690 -0.93630 2.51237
N 0.60989 -1.95311 0.34964
C 0.98900 2.99579 -0.92761
C 1.18894 -0.57918 0.16120
C -1.74137 2.20621 -1.06785
C -0.69812 -1.90238 -0.45401
C 0.18255 0.16244 -0.73167
C 0.46588 -2.39487 1.81969
H 1.24364 2.67485 -1.93736
H 1.37264 -2.92386 2.10513
H 1.25316 -0.08316 1.12669
H 2.18490 -0.63141 -0.27034
H 0.50225 3.97069 -0.99996
H -1.47837 -2.46290 0.05379
H -1.00372 -0.02195 2.84089
H -1.76413 1.62226 -1.99007
H -1.76210 3.26337 -1.33409
H 1.89216 3.11224 -0.32898
H -2.61279 1.96683 -0.46159
H -0.47827 -2.33813 -1.43202
H 1.22185 -2.62639 -0.10934
H -0.39742 -3.06009 1.85409
```